{"formula": "C3H10NO", "method": "ωB97M-V/def2-TZVPD", "spin_multiplicity": 2, "homo_energy_ha": [0.115, -0.008], "homo_lumo_gap_ha": [0.123, 0.242], "s_squared": 0.750, "lumo_ev": [6.48, 6.36], "fmax_ev_per_a": 6.17, "total_charge": -2, "relative_energy_kj_mol": 94.9, "elements": ["C", "O", "H", "H", "H", "C", "N", "C", "H", "H", "H", "H", "H", "H", "H"], "positions_angstrom": [[-0.967, 4.345, -1.501], [-2.103, 4.539, -2.355], [0.036, 4.218, -1.946], [-1.135, 3.413, -0.833], [-0.597, 5.086, -0.784], [0.198, -2.141, 0.571], [1.258, -3.106, 0.754], [1.486, -3.436, 2.242], [0.458, -1.128, 0.139], [-0.291, -1.732, 1.483], [-0.525, -2.481, -0.107], [0.901, -3.971, 0.285], [0.603, -3.731, 2.648], [2.271, -4.267, 2.082], [1.994, -2.582, 2.719]], "forces_ev_per_angstrom": [[-1.913, -1.512, -0.507], [2.354, 0.328, 1.506], [0.043, -0.672, -1.030], [0.430, 0.827, -0.634], [-0.963, 1.145, 0.607], [0.313, 2.910, 0.740], [-0.506, -0.422, 0.795], [4.162, -0.118, -4.548], [0.737, -0.937, 0.029], [0.071, -1.066, -0.109], [-1.390, -0.781, -0.829], [0.685, 0.700, 0.895], [-2.456, -0.903, 1.827], [-1.109, 0.761, 1.201], [-0.457, -0.262, 0.056]], "mulliken_charge": [-0.5017, -0.9058, 0.1567, 0.0940, 0.1564, -1.3879, -0.1909, -3.8505, 0.3856, 0.3329, 0.4418, 0.7086, 0.4814, 1.3823, 0.6972]}